56
Properties=species:S:1:pos:R:3:forces:R:3:mulliken_charge:R:1 method="wB97M-V/def2-TZVPD" e_above_lowest_ev=3.124 smiles="O=[N+]([O-])c1ccccc1.O=[N+]([O-])c1ccccc1.C[N+](=O)[O-].C[N+](=O)[O-].C[N+](=O)[O-].C[N+](=O)[O-]"
O 2.343209 6.100410 1.477528 -0.7 -3.0 0.3 -0.544
N 1.870845 4.938435 1.480686 -1.5 0.7 -2.4 0.921
O 1.407607 4.350509 0.457316 1.7 1.6 2.1 -0.530
C 1.591723 4.221794 2.731400 1.8 1.7 1.9 0.077
C 0.607378 3.278130 2.811029 -0.6 0.0 0.0 0.027
C 0.309279 2.636587 4.028966 0.4 0.3 -1.7 -0.520
C 0.965564 3.021875 5.176130 -1.4 1.0 0.6 -0.398
C 1.793176 4.151745 5.159327 1.1 -2.0 -1.5 -0.579
C 2.249932 4.635611 3.920380 -1.0 -0.1 1.5 -0.358
H -0.030959 3.173438 1.946169 0.1 -0.5 -0.1 0.425
H -0.428828 1.859683 3.894775 -0.1 -0.1 0.8 0.440
H 0.615950 2.660094 6.131786 0.3 -0.5 0.1 0.370
H 2.383253 4.367884 6.037670 -0.3 0.5 0.2 0.326
H 3.037538 5.332268 4.166840 0.2 0.4 -1.6 0.338
O -1.664988 -7.247544 -3.636265 -0.1 0.6 0.0 -0.534
N -1.258249 -6.231349 -3.112626 1.7 -0.1 2.0 0.838
O -0.553197 -6.225610 -2.060720 -1.9 0.5 -2.4 -0.523
C -1.492095 -4.946241 -3.817222 1.4 3.4 -0.4 0.054
C -1.399406 -3.621976 -3.153069 0.3 -0.3 -1.0 -0.223
C -1.452519 -2.373328 -3.854324 0.5 -3.1 -1.4 -0.440
C -1.401901 -2.475715 -5.266724 -0.7 0.0 1.8 -0.419
C -1.341289 -3.719622 -5.887918 -0.2 1.2 -0.5 -0.438
C -1.389476 -4.942394 -5.238471 -0.6 0.0 1.7 -0.274
H -1.093879 -3.429600 -2.135199 -0.5 -1.1 0.5 0.466
H -1.348344 -1.419262 -3.359051 -0.2 -0.1 0.2 0.413
H -1.480347 -1.561724 -5.836685 0.3 -0.1 -0.3 0.355
H -1.259810 -3.599032 -6.958067 0.0 -0.8 -0.2 0.323
H -1.363832 -5.871377 -5.788675 0.0 0.0 0.1 0.396
C -0.150255 0.352834 -0.229068 -0.7 2.0 -1.4 -0.771
N 1.069914 -0.238855 0.251992 0.5 -1.4 -0.2 1.120
O 1.933935 -0.503211 -0.585861 -0.4 0.3 0.7 -0.614
O 1.137340 -0.503284 1.424849 0.4 0.0 0.7 -0.533
H -0.774921 -0.343608 -0.788405 0.4 -0.3 0.2 0.177
H 0.231627 1.100870 -0.923844 -0.4 0.0 -0.2 0.420
H -0.768659 0.867063 0.506614 0.5 -0.5 0.2 0.205
C -1.295501 3.729560 -3.484477 -0.1 -1.4 0.6 -0.707
N -1.336143 3.352905 -2.055102 0.3 -0.5 2.8 0.877
O -0.908668 4.161804 -1.255782 0.0 0.4 -0.6 -0.476
O -1.781692 2.271448 -1.659078 0.0 0.5 -1.5 -0.536
H -2.076088 4.488894 -3.531406 0.4 0.0 -0.7 0.292
H -1.510838 2.772519 -3.959672 -0.3 0.5 -0.5 0.261
H -0.259380 4.007877 -3.677004 -0.4 0.5 -0.1 0.296
C 4.312601 -1.456975 1.884672 -0.1 0.3 -2.7 -0.610
N 4.449912 -2.025779 3.187827 1.4 -1.3 0.6 0.888
O 5.553513 -2.589033 3.331329 -1.7 0.5 1.1 -0.533
O 3.533685 -1.958066 3.985750 0.9 -0.1 -0.2 -0.529
H 3.382679 -1.741399 1.392294 -0.3 0.4 0.6 0.172
H 5.083349 -1.904342 1.257063 0.1 0.2 0.3 0.346
H 4.477066 -0.379454 1.884626 -0.4 -0.1 0.3 0.264
C -4.079584 -1.687251 2.289834 0.8 -0.1 -0.5 -0.779
N -2.817445 -1.292999 1.573977 0.3 2.5 -0.9 0.817
O -2.550024 -0.056902 1.600455 -0.4 -2.9 0.0 -0.487
O -2.155942 -2.150261 1.010074 -0.6 0.9 0.7 -0.466
H -4.626423 -0.779028 2.543192 0.4 -0.3 0.3 0.305
H -3.613353 -2.257069 3.093608 -0.9 0.0 0.4 0.312
H -4.677041 -2.301946 1.616558 0.3 -0.2 0.1 0.299

---

55
Properties=species:S:1:pos:R:3:forces:R:3:mulliken_charge:R:1 method="wB97M-V/def2-TZVPD" smiles="N#C[C@H](N=C(c1ccccc1)c1ccccc1)[C@@H]1C=C(c2ccccc2)Oc2ccccc21"
N -4.891269 -3.312586 -0.458695 0.6 0.4 1.8 -0.645
C -4.529158 -2.957612 0.589685 -0.1 0.7 -2.6 -0.009
C -4.102934 -2.415417 1.895343 -1.7 3.3 -2.0 0.817
N -2.659554 -2.390203 1.921061 1.4 -0.9 2.1 -0.357
C -1.699329 -1.623224 2.377730 -1.7 -0.6 -0.6 0.037
C -0.378938 -2.318924 2.608021 -0.1 -0.3 0.0 0.318
C 0.484893 -2.100192 3.700049 0.5 -0.8 -0.8 -0.470
C 1.684182 -2.850913 3.815096 -1.2 1.0 0.5 -0.788
C 1.957549 -3.867338 2.925858 0.7 -0.7 -0.6 -0.265
C 1.079344 -4.147962 1.867491 -0.9 1.5 0.9 -0.728
C -0.095268 -3.358299 1.726787 1.7 -1.2 -0.2 -0.316
C -1.831513 -0.173853 2.715398 0.1 0.8 -0.3 0.580
C -0.859107 0.585220 3.408125 -0.9 0.6 0.8 -0.471
C -1.225102 1.792085 4.067696 0.2 -0.9 -1.1 -0.811
C -2.497495 2.315875 3.863280 -0.4 0.5 0.6 -0.292
C -3.386265 1.703635 2.976650 0.8 -0.7 -0.7 -0.706
C -2.998571 0.508219 2.324635 -0.5 0.9 1.0 -0.505
C -5.056059 -3.213969 2.854710 0.9 -0.4 2.2 0.170
C -5.304221 -4.649345 2.519314 -0.2 -0.4 -0.3 -1.467
C -6.393823 -4.991657 1.793126 0.4 0.4 0.4 1.097
C -6.516842 -6.167860 0.940996 0.0 -1.7 -1.0 0.438
C -5.430462 -7.068565 0.788800 -0.5 0.6 0.2 -0.408
C -5.503485 -8.152458 -0.078593 -0.4 -0.2 -0.2 -0.763
C -6.665702 -8.372974 -0.841557 -0.2 0.7 0.5 -0.374
C -7.745496 -7.468467 -0.730729 0.7 -0.7 -0.1 -0.624
C -7.665181 -6.391768 0.141789 0.2 0.4 0.5 -0.305
O -7.493657 -4.185661 1.662121 0.6 1.0 0.6 -0.413
C -7.528327 -3.035285 2.455938 -1.1 -0.6 -1.4 0.031
C -8.769680 -2.369230 2.441205 1.1 0.2 0.6 -0.683
C -8.894426 -1.222963 3.210723 -0.5 0.0 -0.4 -0.473
C -7.832943 -0.796891 3.999826 0.8 -0.2 0.3 -0.661
C -6.606061 -1.476764 3.982910 -0.3 0.6 0.0 -0.346
C -6.416176 -2.553175 3.108986 1.0 0.0 0.2 0.051
H -4.551869 -1.349041 2.053103 0.5 -1.7 -0.7 -0.017
H 0.223682 -1.381892 4.453692 0.1 0.0 0.2 0.790
H 2.354551 -2.605105 4.642741 -0.2 -0.3 -0.3 0.359
H 2.890394 -4.459401 3.051108 -0.8 0.5 -0.2 0.319
H 1.288143 -4.950245 1.188690 0.0 -0.2 -0.3 0.423
H -0.762772 -3.594220 0.907264 -0.1 0.2 0.1 0.430
H 0.167512 0.259844 3.472709 -0.2 -0.1 0.2 0.917
H -0.500119 2.293259 4.709754 -0.2 -0.1 -0.3 0.381
H -2.802166 3.239970 4.398580 0.2 -0.7 -0.4 0.338
H -4.361600 2.135322 2.762722 0.3 0.0 0.0 0.423
H -3.620432 0.132101 1.521164 0.0 -0.1 0.3 0.684
H -4.373542 -3.081599 3.692563 -0.7 -0.5 1.2 0.695
H -4.560212 -5.416578 2.763613 -0.2 0.5 -0.4 0.319
H -4.520858 -6.857760 1.352933 -0.2 -0.3 -0.3 0.202
H -4.657479 -8.844452 -0.162945 -0.3 0.3 0.0 0.344
H -6.738291 -9.233485 -1.504011 0.1 0.2 0.1 0.371
H -8.649885 -7.621487 -1.326385 0.3 0.1 0.2 0.363
H -8.496127 -5.683502 0.190628 0.3 -0.3 0.1 0.371
H -9.553184 -2.717310 1.792576 -0.2 -0.2 0.0 0.478
H -9.825157 -0.639217 3.167118 0.5 -0.3 0.1 0.357
H -7.937253 0.093130 4.610450 0.0 -0.1 0.0 0.388
H -5.785200 -1.149654 4.642487 -0.4 -0.1 -0.5 0.407

---

Number 1: HOMO energy -9.943 eV, maximum force 0.071 Eh/bohr. Number 2: HOMO energy -8.035 eV, maximum force 0.081 Eh/bohr.